Record 1
The following is a DFT calculation (ωB97M-V with the def2-TZVPD basis set) of the molecule C3H7NO3 at a distorted geometry.

For the highest occupied orbital energy, the calculation gives -10.02 eV. The calculation puts the total energy at -398.98558 Ha. The calculation puts the LUMO energy at 0.641 eV. The calculation puts the energy above the lowest of the compared OMol25 structures with the same formula, charge and spin at 136.7 kJ/mol. The SMILES is O=C(O)NCCO. Its frontier orbital gap is 10.6642 eV. Its net charge is 0.

Bonds (Å) are listed after each position.
Positions of all 14 atoms, in Å:
1 C 0.321 -0.627 0.887  C2 1.521, N4 1.436, H8 1.073, H9 1.123
2 C 1.248 0.575 0.986  C1 1.521, O3 1.439, H10 1.069, H11 1.031
3 O 1.619 0.892 2.340  C2 1.439, H12 0.983
4 N 0.054 -1.042 -0.461  C1 1.436, C5 1.424, H13 1.044
5 C -0.832 -0.246 -1.242  N4 1.424, O6 1.451, O7 1.240
6 O -1.872 0.360 -0.434  C5 1.451, H14 1.005
7 O -0.834 -0.089 -2.472  C5 1.240
8 H -0.580 -0.311 1.376  C1 1.073
9 H 0.856 -1.504 1.342  C1 1.123
10 H 0.728 1.399 0.547  C2 1.069
11 H 2.087 0.432 0.404  C2 1.031
12 H 2.467 0.438 2.543  O3 0.983
13 H 0.862 -1.272 -1.081  N4 1.044
14 H -2.522 0.598 -1.163  O6 1.005

Table of Löwdin atomic charges, one value per atom, all in e: C -0.20; C -0.24; O -0.06; N 0.06; C -0.48; O 0.02; O 0.05; H 0.12; H 0.14; H 0.12; H 0.09; H 0.10; H 0.16; H 0.13



Record 2
The following is a DFT calculation (ωB97M-V with the def2-TZVPD basis set) of a cluster of 17 separate species, C49H117BN5O24 in total at a distorted geometry.

Its spin multiplicity is 2. For the highest occupied orbital energy (spin up / spin down), the calculation gives 0.27 / -3.91 eV. The calculation puts the total energy at -4041.58567 Ha. The calculation puts the LUMO energy (spin up / spin down) at 3.363 / 3.363 eV. Its frontier orbital gap (spin up / spin down) is 3.0977 / 7.2690 eV. As for the expectation value of S²: 0.753. Its net charge is -2.

Bonds (Å) are listed after each position.
Positions of all 196 atoms, in Å:
1 O -1.080 -4.926 -1.544  C2 1.230
2 C -1.629 -3.832 -1.421  O1 1.230, O3 1.367, C6 1.502
3 O -0.983 -2.630 -1.511  C2 1.367, B4 1.464
4 B -1.983 -1.600 -1.219  O3 1.464, O5 1.476, O8 1.469, O12 1.497
5 O -3.268 -2.311 -1.076  B4 1.476, C6 1.279
6 C -3.092 -3.572 -1.201  C2 1.502, O5 1.279, O7 1.190
7 O -3.935 -4.410 -1.240  C6 1.190
8 O -2.063 -0.541 -2.233  B4 1.469, C9 1.316
9 C -1.573 0.571 -1.729  O8 1.316, O10 1.229, C11 1.595
10 O -1.435 1.670 -2.263  C9 1.229
11 C -1.263 0.284 -0.191  C9 1.595, O12 1.291, O13 1.248
12 O -1.588 -0.939 0.064  B4 1.497, C11 1.291
13 O -0.903 1.183 0.596  C11 1.248
14 C -7.205 -2.465 2.789  C15 1.560, H25 1.090, H26 1.090, H27 1.090
15 C -5.828 -1.785 2.519  C14 1.560, C16 1.529, N20 1.438, C24 1.437
16 C -5.945 -0.494 1.707  C15 1.529, C17 1.501, H28 1.090, H29 1.090
17 C -4.739 0.373 1.490  C16 1.501, C18 1.577, H30 1.090, H31 1.090
18 C -4.271 0.778 2.940  C17 1.577, C19 1.565, H32 1.090, H33 1.090
19 C -4.137 -0.415 3.943  C18 1.565, N20 1.526, C22 1.606, C23 1.625
20 N -5.255 -1.442 3.793  C15 1.438, C19 1.526, O21 1.404
21 O -5.130 -2.481 4.728  N20 1.404, H43 0.960
22 C -2.673 -1.067 3.841  C19 1.606, H34 1.090, H35 1.090, H36 1.090
23 C -4.209 0.293 5.404  C19 1.625, H37 1.090, H38 1.090, H39 1.090
24 C -4.950 -2.597 1.724  C15 1.437, H40 1.090, H41 1.090, H42 1.090
25 H -7.699 -2.999 1.978  C14 1.090
26 H -7.997 -1.765 3.057  C14 1.090
27 H -7.102 -3.244 3.544  C14 1.090
28 H -6.384 -0.808 0.760  C16 1.090
29 H -6.726 0.122 2.154  C16 1.090
30 H -4.946 1.270 0.906  C17 1.090
31 H -4.019 -0.170 0.878  C17 1.090
32 H -5.067 1.443 3.274  C18 1.090
33 H -3.354 1.352 2.808  C18 1.090
34 H -1.860 -0.362 4.015  C22 1.090
35 H -2.645 -1.917 4.524  C22 1.090
36 H -2.557 -1.324 2.788  C22 1.090
37 H -5.191 0.723 5.598  C23 1.090
38 H -4.072 -0.499 6.141  C23 1.090
39 H -3.373 0.948 5.648  C23 1.090
40 H -5.341 -2.949 0.769  C24 1.090
41 H -4.783 -3.509 2.298  C24 1.090
42 H -3.934 -2.283 1.483  C24 1.090
43 H -5.524 -2.114 5.522  O21 0.960
44 C 4.286 -1.166 -3.197  C45 1.514, H55 1.090, H56 1.090, H57 1.090
45 C 2.848 -1.210 -3.671  C44 1.514, C46 1.594, N50 1.469, C54 1.580
46 C 2.011 -0.039 -2.986  C45 1.594, C47 1.575, H58 1.090, H59 1.090
47 C 2.379 1.316 -3.702  C46 1.575, C48 1.494, H60 1.090, H61 1.090
48 C 2.317 1.312 -5.194  C47 1.494, C49 1.546, H62 1.090, H63 1.090
49 C 3.085 0.131 -5.831  C48 1.546, N50 1.468, C52 1.554, C53 1.550
50 N 2.764 -1.121 -5.135  C45 1.469, C49 1.468, O51 1.442
51 O 3.175 -2.286 -5.878  N50 1.442, H73 0.960
52 C 2.553 0.023 -7.287  C49 1.554, H64 1.090, H65 1.090, H66 1.090
53 C 4.606 0.421 -5.900  C49 1.550, H67 1.090, H68 1.090, H69 1.090
54 C 2.121 -2.567 -3.314  C45 1.580, H70 1.090, H71 1.090, H72 1.090
55 H 4.746 -2.123 -3.441  C44 1.090
56 H 4.352 -1.056 -2.115  C44 1.090
57 H 4.900 -0.310 -3.477  C44 1.090
58 H 0.942 -0.245 -3.035  C46 1.090
59 H 2.205 0.005 -1.915  C46 1.090
60 H 3.419 1.558 -3.481  C47 1.090
61 H 1.779 2.096 -3.233  C47 1.090
62 H 2.814 2.265 -5.374  C48 1.090
63 H 1.302 1.372 -5.586  C48 1.090
64 H 1.495 -0.240 -7.307  C52 1.090
65 H 2.720 0.879 -7.940  C52 1.090
66 H 3.023 -0.794 -7.834  C52 1.090
67 H 5.252 -0.457 -5.924  C53 1.090
68 H 4.863 1.033 -6.765  C53 1.090
69 H 5.036 0.918 -5.030  C53 1.090
70 H 2.799 -3.419 -3.356  C54 1.090
71 H 1.225 -2.802 -3.890  C54 1.090
72 H 1.784 -2.497 -2.280  C54 1.090
73 H 2.359 -2.645 -6.235  O51 0.960
74 C -2.145 7.213 -2.309  C75 1.575, H85 1.090, H86 1.090, H87 1.090
75 C -1.108 6.164 -1.758  C74 1.575, C76 1.524, N80 1.427, C84 1.572
76 C 0.081 6.923 -1.179  C75 1.524, C77 1.537, H88 1.090, H89 1.090
77 C -0.015 7.522 0.233  C76 1.537, C78 1.590, H90 1.090, H91 1.090
78 C -0.663 6.435 1.195  C77 1.590, C79 1.588, H92 1.090, H93 1.090
79 C -1.842 5.595 0.541  C78 1.588, N80 1.456, C82 1.575, C83 1.512
80 N -1.504 5.173 -0.811  C75 1.427, C79 1.456, O81 1.376
81 O -2.548 4.506 -1.411  N80 1.376, H103 0.960
82 C -1.859 4.287 1.419  C79 1.575, H94 1.090, H95 1.090, H96 1.090
83 C -3.128 6.328 0.850  C79 1.512, H97 1.090, H98 1.090, H99 1.090
84 C -0.524 5.346 -2.966  C75 1.572, H100 1.090, H101 1.090, H102 1.090
85 H -2.335 7.953 -1.532  C74 1.090
86 H -3.070 6.746 -2.648  C74 1.090
87 H -1.857 7.748 -3.215  C74 1.090
88 H 0.932 6.244 -1.234  C76 1.090
89 H 0.352 7.801 -1.765  C76 1.090
90 H -0.698 8.371 0.229  C77 1.090
91 H 1.019 7.768 0.474  C77 1.090
92 H -0.995 7.031 2.045  C78 1.090
93 H 0.141 5.800 1.567  C78 1.090
94 H -2.724 3.627 1.362  C82 1.090
95 H -1.006 3.702 1.076  C82 1.090
96 H -1.803 4.533 2.479  C82 1.090
97 H -2.955 7.391 0.686  C83 1.090
98 H -4.029 5.965 0.354  C83 1.090
99 H -3.265 6.216 1.926  C83 1.090
100 H -0.070 4.415 -2.629  C84 1.090
101 H 0.052 5.956 -3.662  C84 1.090
102 H -1.329 4.875 -3.531  C84 1.090
103 H -2.191 3.621 -1.312  O81 0.960
104 C 2.209 1.916 0.505  C105 1.549, H115 1.090, H116 1.090, H117 1.090
105 C 3.392 2.814 0.946  C104 1.549, C106 1.531, N110 1.490, C114 1.576
106 C 2.834 3.859 1.915  C105 1.531, C107 1.578, H118 1.090, H119 1.090
107 C 3.870 4.464 2.941  C106 1.578, C108 1.535, H120 1.090, H121 1.090
108 C 4.912 3.502 3.528  C107 1.535, C109 1.557, H122 1.090, H123 1.090
109 C 5.535 2.499 2.513  C108 1.557, N110 1.485, C112 1.580, C113 1.535
110 N 4.546 2.053 1.500  C105 1.490, C109 1.485, O111 1.408
111 O 5.043 1.077 0.614  N110 1.408, H133 0.960
112 C 6.706 3.318 1.839  C109 1.580, H124 1.090, H125 1.090, H126 1.090
113 C 6.248 1.321 3.192  C109 1.535, H127 1.090, H128 1.090, H129 1.090
114 C 3.876 3.608 -0.326  C105 1.576, H130 1.090, H131 1.090, H132 1.090
115 H 2.153 1.244 1.361  C104 1.090
116 H 2.514 1.367 -0.386  C104 1.090
117 H 1.255 2.385 0.263  C104 1.090
118 H 2.438 4.715 1.369  C106 1.090
119 H 1.924 3.477 2.377  C106 1.090
120 H 3.220 4.882 3.710  C107 1.090
121 H 4.277 5.299 2.371  C107 1.090
122 H 4.511 2.950 4.378  C108 1.090
123 H 5.766 3.987 4.001  C108 1.090
124 H 7.561 3.494 2.493  C112 1.090
125 H 7.096 2.934 0.897  C112 1.090
126 H 6.306 4.288 1.544  C112 1.090
127 H 6.775 1.702 4.067  C113 1.090
128 H 5.738 0.426 3.546  C113 1.090
129 H 7.027 0.907 2.553  C113 1.090
130 H 4.412 4.512 -0.035  C114 1.090
131 H 3.034 3.986 -0.906  C114 1.090
132 H 4.626 3.145 -0.967  C114 1.090
133 H 4.800 0.264 1.063  O111 0.960
134 C 2.408 -2.450 0.446  C135 1.558, H145 1.090, H146 1.090, H147 1.090
135 C 2.278 -2.503 1.998  C134 1.558, C136 1.586, N140 1.463, C144 1.560
136 C 1.881 -3.981 2.414  C135 1.586, C137 1.500, H148 1.090, H149 1.090
137 C 1.988 -4.271 3.883  C136 1.500, C138 1.477, H150 1.090, H151 1.090
138 C 3.411 -4.120 4.245  C137 1.477, C139 1.541, H152 1.090, H153 1.090
139 C 3.961 -2.702 4.000  C138 1.541, N140 1.464, C142 1.509, C143 1.586
140 N 3.578 -2.313 2.641  C135 1.463, C139 1.464, O141 1.432
141 O 3.974 -0.991 2.260  N140 1.432, H163 0.960
142 C 3.583 -1.766 5.122  C139 1.509, H154 1.090, H155 1.090, H156 1.090
143 C 5.537 -2.835 4.125  C139 1.586, H157 1.090, H158 1.090, H159 1.090
144 C 1.111 -1.565 2.438  C135 1.560, H160 1.090, H161 1.090, H162 1.090
145 H 3.382 -2.899 0.255  C134 1.090
146 H 2.410 -1.418 0.094  C134 1.090
147 H 1.518 -2.875 -0.018  C134 1.090
148 H 0.825 -4.180 2.231  C136 1.090
149 H 2.305 -4.750 1.768  C136 1.090
150 H 1.625 -5.294 3.989  C137 1.090
151 H 1.445 -3.611 4.560  C137 1.090
152 H 3.931 -4.931 3.735  C138 1.090
153 H 3.527 -4.510 5.256  C138 1.090
154 H 4.057 -0.801 4.941  C142 1.090
155 H 2.508 -1.612 5.212  C142 1.090
156 H 3.962 -2.096 6.089  C142 1.090
157 H 5.866 -3.745 3.623  C143 1.090
158 H 6.149 -2.082 3.628  C143 1.090
159 H 5.882 -2.921 5.156  C143 1.090
160 H 1.473 -0.538 2.390  C144 1.090
161 H 0.898 -1.730 3.495  C144 1.090
162 H 0.250 -1.613 1.772  C144 1.090
163 H 3.174 -0.467 2.348  O141 0.960
164 O -0.866 1.622 -5.004  H165 0.957, H166 0.957
165 H -1.016 1.660 -4.059  O164 0.957
166 H -1.461 2.278 -5.367  O164 0.957
167 O -6.367 -6.059 -1.426  H168 0.957, H169 0.957
168 H -6.835 -6.311 -0.630  O167 0.957
169 H -5.964 -5.218 -1.213  O167 0.957
170 O -3.728 -0.810 -4.654  H171 0.957, H172 0.957
171 H -4.306 -1.053 -3.930  O170 0.957
172 H -3.486 0.098 -4.473  O170 0.957
173 O 1.343 -5.692 -2.563  H174 0.957, H175 0.957
174 H 0.807 -5.045 -2.105  O173 0.957
175 H 0.841 -5.907 -3.349  O173 0.957
176 O -1.853 -3.914 2.375  H177 0.957, H178 0.957
177 H -2.088 -3.016 2.144  O176 0.957
178 H -2.611 -4.436 2.111  O176 0.957
179 O -5.526 -1.034 -2.676  H180 0.957, H181 0.957
180 H -6.243 -0.458 -2.409  O179 0.957
181 H -5.760 -1.890 -2.317  O179 0.957
182 O -4.032 -5.759 1.755  H183 0.957, H184 0.957
183 H -4.731 -5.767 1.101  O182 0.957
184 H -3.545 -6.568 1.595  O182 0.957
185 O -2.657 -6.260 -3.559  H186 0.957, H187 0.957
186 H -2.314 -6.011 -2.701  O185 0.957
187 H -3.480 -5.778 -3.638  O185 0.957
188 O -2.332 -3.414 -4.632  H189 0.957, H190 0.957
189 H -1.550 -3.769 -4.209  O188 0.957
190 H -2.236 -2.465 -4.558  O188 0.957
191 O -5.101 -5.016 -4.103  H192 0.957, H193 0.957
192 H -5.762 -4.619 -4.670  O191 0.957
193 H -5.001 -4.397 -3.379  O191 0.957
194 O -0.554 -6.702 0.465  H195 0.957, H196 0.957
195 H -1.024 -6.210 1.139  O194 0.957
196 H -0.419 -6.070 -0.242  O194 0.957

Here are the Löwdin charges for atoms 1 to 99, given in e: O -0.04; C -0.41; O 0.16; B -0.91; O 0.18; C -0.55; O 0.05; O 0.25; C -0.32; O 0.07; C -0.35; O 0.21; O 0.06; C -0.01; C -0.54; C -0.16; C -0.15; C -0.11; C -0.38; N -0.10; O -0.01; C -0.01; C -0.04; C -0.05; H 0.07; H 0.07; H 0.07; H 0.12; H 0.11; H 0.11; H 0.10; H 0.10; H 0.11; H 0.08; H 0.08; H 0.05; H 0.07; H 0.05; H 0.07; H 0.10; H 0.08; H 0.08; H 0.09; C -0.03; C -0.45; C -0.07; C -0.17; C -0.15; C -0.47; N -0.10; O -0.02; C -0.05; C -0.05; C -0.02; H 0.09; H 0.08; H 0.06; H 0.11; H 0.08; H 0.10; H 0.10; H 0.12; H 0.09; H 0.08; H 0.08; H 0.07; H 0.08; H 0.07; H 0.05; H 0.07; H 0.09; H 0.05; H 0.10; C -0.02; C -0.50; C -0.16; C -0.16; C -0.11; C -0.47; N -0.12; O 0.00; C -0.04; C -0.04; C -0.03; H 0.06; H 0.07; H 0.07; H 0.11; H 0.11; H 0.09; H 0.10; H 0.10; H 0.09; H 0.07; H 0.07; H 0.08; H 0.07; H 0.09; H 0.08



Record 3
The following is a DFT calculation (ωB97M-V with the def2-TZVPD basis set) of a cluster of 2 separate species, C4H11N2O2 in total at a distorted geometry.

For the highest occupied orbital energy, the calculation gives -13.01 eV. The calculation puts the total energy at -418.66496 Ha. The calculation puts the LUMO energy at -3.001 eV. The calculation puts the energy above the lowest of the compared OMol25 structures with the same formula, charge and spin at 354.1 kJ/mol. Its frontier orbital gap is 10.0097 eV. Its net charge is +1.

Bonds (Å) are listed after each position.
Positions of all 19 atoms, in Å:
1 C -1.876 0.083 -0.134  C2 1.517, N5 1.316, N6 1.307
2 C -2.345 -1.344 0.076  C1 1.517, H9 1.077, H10 1.071, H11 1.171
3 C 3.686 0.320 -0.191  C4 1.347, H12 1.072, H13 1.128
4 C 2.554 -0.062 0.432  C3 1.347, O7 1.401, H15 1.075
5 N -2.779 1.035 -0.023  C1 1.316, H16 1.028, H17 1.017
6 N -0.598 0.317 -0.274  C1 1.307, O8 1.384, H18 1.029
7 O 1.676 -0.987 -0.147  C4 1.401, H19 0.972
8 O -0.148 1.622 -0.170  N6 1.384, H14 0.958
9 H -1.925 -1.829 0.942  C2 1.077
10 H -3.376 -1.409 0.360  C2 1.071
11 H -2.083 -2.168 -0.715  C2 1.171
12 H 4.416 0.947 0.281  C3 1.072
13 H 3.885 0.262 -1.299  C3 1.128
14 H 0.629 1.825 0.352  O8 0.958
15 H 2.256 0.178 1.437  C4 1.075
16 H -3.718 0.871 0.360  N5 1.028
17 H -2.483 2.002 0.079  N5 1.017
18 H -0.005 -0.508 -0.441  N6 1.029
19 H 2.236 -1.157 -0.923  O7 0.972

Table of Löwdin atomic charges, one value per atom, all in e: C -0.33; C 0.02; C 0.04; C -0.24; N 0.22; N 0.05; O -0.06; O 0.06; H 0.09; H 0.08; H 0.15; H 0.06; H 0.10; H 0.12; H 0.11; H 0.16; H 0.14; H 0.14; H 0.11



Record 4
The following is a DFT calculation (ωB97M-V with the def2-TZVPD basis set) of the molecule C4H6S2 at a distorted geometry.

For the highest occupied orbital energy, the calculation gives -8.92 eV. The calculation puts the total energy at -952.25413 Ha. The calculation puts the LUMO energy at 0.551 eV. The calculation puts the energy above the lowest of the compared OMol25 structures with the same formula, charge and spin at 302.6 kJ/mol. The SMILES is C1SC[C@@H]2S[C@@H]12. Its frontier orbital gap is 9.4668 eV. Its net charge is 0.

Bonds (Å) are listed after each position.
Positions of all 12 atoms, in Å:
1 C -1.442 -0.348 0.291  C4 1.576, H5 1.102, H6 1.080, S11 1.912
2 C 1.445 -0.508 -0.138  C3 1.511, H7 1.094, H8 1.191, S11 1.918
3 C 0.506 0.538 -0.695  C2 1.511, C4 1.528, H9 1.109, S12 1.861
4 C -0.543 0.946 0.338  C1 1.576, C3 1.528, H10 1.221, S12 1.764
5 H -1.919 -0.472 1.276  C1 1.102
6 H -2.022 -0.615 -0.581  C1 1.080
7 H 1.814 -0.945 -1.071  C2 1.094
8 H 2.288 -0.177 0.636  C2 1.191
9 H -0.020 -0.070 -1.458  C3 1.109
10 H -0.220 0.928 1.515  C4 1.221
11 S -0.025 -1.628 0.374  C1 1.912, C2 1.918
12 S 0.138 2.350 -0.486  C3 1.861, C4 1.764

Table of Löwdin atomic charges, one value per atom, all in e: C -0.40; C -0.41; C -0.69; C -0.71; H 0.06; H 0.06; H 0.06; H 0.13; H 0.09; H 0.14; S 0.78; S 0.87



Question: Which formula does entry 2 have?
Answer: C49H117BN5O24